21
Properties=species:S:1:pos:R:3:lowdin_spin:R:1 method="wB97M-V/def2-TZVPD" orbital_gap_ev="2.25 / 8.55" total_charge=-1 e_above_lowest_kj_mol=225.3 spin_multiplicity=2 s2=0.7506 fmax_ev_per_a=7.16
C 1.90798 1.62216 -0.64101 0.099
C 2.49824 1.72702 -2.06176 0.057
C 0.49105 1.05690 -0.82502 0.059
O -0.58401 1.37423 -1.23433 0.013
N 0.71112 -0.33838 -0.63943 0.034
H 2.64026 1.27347 0.19558 0.061
H 1.72333 2.64732 -0.27225 0.014
H 1.72351 1.56557 -2.84750 0.003
H 3.37271 1.28900 -2.37269 0.016
H -0.04284 -0.91796 -0.99842 0.012
H 1.66281 -0.70911 -0.41942 0.080
H 2.61553 2.74080 -2.22826 0.006
C -2.99556 -1.44950 0.31337 0.088
C -1.09923 -1.48950 2.85136 0.156
S -1.51506 -2.16005 1.19209 0.181
H -3.44701 -2.24289 -0.25047 0.012
H -3.65561 -1.00187 0.99591 0.008
H -2.75141 -0.62243 -0.34681 0.006
H -0.25603 -2.15086 3.29677 0.053
H -2.01802 -1.75699 3.42406 0.016
H -0.98176 -0.45694 2.86823 0.027

---

21
Properties=species:S:1:pos:R:3:lowdin_charge:R:1 method="wB97M-V/def2-TZVPD" orbital_gap_ev=9.73 total_charge=0 e_above_lowest_kj_mol=275.1 fmax_ev_per_a=4.01
C 2.65848 -1.42848 -0.52090 -0.086
C 1.75080 0.15985 1.07104 -0.065
C -1.39633 1.51895 -0.27142 -0.242
C -3.67713 -0.11534 0.46320 -0.235
C 1.90789 -0.17356 -0.39455 -0.536
N 1.60695 0.63152 -1.34216 0.109
O -1.34463 -1.04008 -0.10556 -0.584
S -2.24313 -0.10609 -0.74063 0.814
H 2.46031 -2.16109 0.20048 0.046
H 2.47754 -1.98055 -1.52420 0.111
H 3.76997 -1.20672 -0.42319 0.110
H 2.82290 0.24277 1.43827 0.101
H 1.43542 -0.70494 1.74739 0.100
H 1.03966 0.99746 1.16817 0.054
H -0.54244 1.80885 -0.94380 0.040
H -2.12037 2.22058 -0.34201 -0.023
H -0.95030 1.55368 0.76824 0.062
H -4.38354 0.65514 0.35355 0.017
H -4.15568 -1.06374 0.22095 0.038
H -3.12928 -0.03343 1.45083 0.073
H 2.01290 0.22521 -2.27370 0.094

---

20
Properties=species:S:1:pos:R:3:lowdin_charge:R:1 method="wB97M-V/def2-TZVPD" orbital_gap_ev=9.04 total_charge=0 e_above_lowest_kj_mol=67.9 fmax_ev_per_a=1.04
C 0.04697 0.14372 -0.98451 -0.205
C -0.49893 1.48521 -0.43099 -0.284
C -1.70742 1.39484 0.47299 -0.571
S -3.14590 0.62011 -0.33126 0.700
C 0.04969 -1.03205 0.00713 -0.252
N 1.16754 -1.03875 0.91381 -0.141
C 2.41493 -1.62767 0.51938 -0.137
H 1.08902 0.32972 -1.24336 0.103
H -0.48748 -0.12076 -1.89257 0.094
H -0.73563 2.08243 -1.30928 0.098
H 0.33937 2.02029 0.02257 0.106
H -1.50937 0.81881 1.37661 0.060
H -2.00818 2.38177 0.79356 0.062
H -3.59548 1.73164 -0.92168 -0.150
H -0.89620 -1.11565 0.53422 0.093
H 0.17969 -1.91766 -0.62936 0.108
H 1.05305 -0.84136 1.88818 0.102
H 2.91544 -2.08455 1.37009 0.075
H 3.08967 -0.87502 0.12000 0.063
H 2.23921 -2.35506 -0.27554 0.077

---

20
Properties=species:S:1:pos:R:3:lowdin_charge:R:1 method="wB97M-V/def2-TZVPD" orbital_gap_ev=9.61 total_charge=0 e_above_lowest_kj_mol=136.2 fmax_ev_per_a=3.10
C -2.12408 -0.42824 1.57301 -0.103
C -1.00489 -0.35514 0.59165 -0.515
C -0.62805 1.06654 0.34202 -0.251
C 0.57642 1.26131 -0.61602 -0.474
S 0.50765 0.37402 -2.27844 0.721
C 2.26747 -0.52376 -2.05149 -0.338
N 0.02404 -1.08023 1.37962 0.027
H -3.08279 -0.14061 1.19336 0.061
H -1.92621 0.35627 2.32575 0.089
H -2.33435 -1.45000 1.92246 0.086
H -1.19148 -0.89273 -0.32713 0.107
H -1.49150 1.70881 -0.01711 0.137
H -0.50259 1.48265 1.30678 0.095
H 1.44556 0.88200 -0.10473 0.037
H 0.64715 2.36087 -0.88795 0.083
H 2.52624 -0.86138 -3.14910 0.052
H 2.37338 -1.45176 -1.42743 0.037
H 2.84848 0.35128 -1.77480 0.001
H 0.93576 -0.66819 1.13071 0.053
H 0.13378 -1.99173 0.86882 0.094